{"formula": "C31H41ClN12O6", "method": "ωB97M-V/def2-TZVPD", "e_homo_ev": -9.2437, "gap_ev": 9.2, "elements": ["O", "C", "Cl", "C", "C", "C", "C", "O", "O", "C", "O", "O", "C", "O", "H", "H", "H", "H", "H", "C", "C", "N", "H", "H", "H", "C", "C", "N", "H", "H", "H", "C", "C", "N", "H", "H", "H", "C", "C", "N", "H", "H", "H", "C", "C", "N", "H", "H", "H", "C", "C", "N", "H", "H", "H", "C", "C", "N", "H", "H", "H", "C", "C", "N", "H", "H", "H", "C", "C", "N", "H", "H", "H", "C", "C", "N", "H", "H", "H", "C", "C", "N", "H", "H", "H", "C", "C", "N", "H", "H", "H"], "positions_angstrom": [[-3.838, -1.004, 0.481], [-3.543, -0.673, -0.583], [-4.087, 0.841, -1.292], [-2.614, -1.513, -1.455], [-1.246, -1.533, -0.842], [-0.262, -0.681, -1.084], [-0.184, 0.487, -2.009], [-0.060, 1.734, -1.339], [-0.526, 1.514, -0.038], [0.887, -1.147, -0.199], [1.717, -0.537, 0.296], [0.652, -2.529, -0.139], [-0.711, -2.560, 0.152], [-1.217, -3.182, 0.964], [-2.983, -2.538, -1.481], [-2.572, -1.181, -2.489], [0.685, 0.355, -2.656], [-1.058, 0.567, -2.664], [-0.686, 2.366, 0.390], [-5.713, -3.187, -3.681], [-4.324, -3.637, -3.801], [-3.252, -3.991, -3.900], [-6.375, -3.898, -4.172], [-5.987, -3.112, -2.630], [-5.823, -2.210, -4.149], [5.259, -1.151, -0.746], [4.332, -0.545, -1.704], [3.600, -0.078, -2.435], [6.040, -1.695, -1.274], [5.718, -0.376, -0.136], [4.718, -1.840, -0.098], [1.594, -2.733, 3.116], [2.449, -3.617, 3.913], [3.115, -4.301, 4.528], [1.521, -3.101, 2.095], [0.597, -2.691, 3.552], [2.018, -1.731, 3.100], [-6.374, -7.120, -2.352], [-7.306, -6.501, -3.301], [-8.026, -6.012, -4.031], [-5.598, -7.650, -2.891], [-5.918, -6.358, -1.737], [-6.913, -7.821, -1.715], [1.334, 1.272, 3.634], [0.906, 2.426, 2.845], [0.578, 3.325, 2.234], [1.598, 1.592, 4.641], [0.526, 0.545, 3.688], [2.201, 0.811, 3.164], [-0.913, 5.335, -1.159], [-1.912, 4.258, -1.121], [-2.674, 3.415, -1.079], [-1.393, 6.291, -0.993], [-0.167, 5.171, -0.383], [-0.423, 5.345, -2.128], [0.809, 6.056, 4.657], [1.717, 5.228, 5.454], [2.424, 4.586, 6.070], [0.700, 5.623, 3.664], [-0.167, 6.100, 5.136], [1.207, 7.064, 4.566], [2.480, 7.909, -3.043], [1.313, 7.844, -2.159], [0.408, 7.792, -1.475], [2.161, 7.827, -4.080], [2.997, 8.856, -2.902], [3.162, 7.092, -2.814], [-5.199, 2.095, -5.680], [-4.373, 1.222, -4.842], [-3.738, 0.546, -4.188], [-5.259, 1.689, -6.688], [-6.202, 2.165, -5.263], [-4.760, 3.089, -5.720], [3.520, 4.548, 9.326], [4.433, 3.718, 10.119], [5.140, 3.075, 10.732], [3.402, 4.126, 8.331], [2.547, 4.592, 9.812], [3.921, 5.556, 9.239], [-1.159, -6.163, -1.121], [-2.547, -6.295, -1.566], [-3.623, -6.399, -1.914], [-1.091, -6.375, -0.056], [-0.530, -6.863, -1.667], [-0.809, -5.150, -1.307], [8.322, -4.448, -0.282], [8.230, -3.300, -1.188], [8.160, -2.409, -1.890], [8.808, -4.149, 0.645], [7.325, -4.821, -0.058], [8.903, -5.240, -0.750]]}



{"formula": "C4H4N2O", "method": "ωB97M-V/def2-TZVPD", "e_homo_ev": -9.4006, "relative_energy_kcal_mol": 61.3, "smiles": "O=Cc1cnc[nH]1", "gap_ev": 9.0, "elements": ["O", "C", "C", "C", "N", "C", "N", "H", "H", "H", "H"], "positions_angstrom": [[-1.135, 1.112, -2.149], [-0.139, 0.535, -1.766], [0.016, 0.069, -0.391], [1.004, -0.686, 0.194], [0.637, -1.016, 1.443], [-0.523, -0.372, 1.724], [-0.920, 0.300, 0.587], [0.717, 0.331, -2.440], [1.961, -1.000, -0.190], [0.170, -0.086, 2.573], [-1.775, 0.814, 0.402]]}



{"formula": "C45H54AsN5OPSZn", "method": "ωB97M-V/def2-TZVPD", "total_charge": 1, "e_homo_ev": -8.6833, "relative_energy_kcal_mol": 0.0, "gap_ev": 6.3, "elements": ["Zn", "C", "O", "C", "C", "C", "C", "C", "C", "C", "N", "C", "C", "N", "C", "C", "C", "C", "N", "C", "C", "N", "C", "C", "C", "C", "H", "H", "H", "H", "H", "H", "H", "H", "H", "H", "H", "H", "H", "H", "C", "C", "C", "P", "C", "C", "C", "C", "C", "C", "C", "C", "C", "C", "N", "C", "C", "C", "C", "C", "C", "C", "C", "C", "H", "H", "H", "H", "H", "H", "H", "H", "H", "H", "H", "H", "H", "H", "H", "H", "H", "H", "H", "H", "H", "H", "H", "H", "H", "H", "H", "H", "H", "H", "H", "C", "As", "C", "C", "S", "H", "H", "H", "H", "H", "H", "H", "H", "H"], "positions_angstrom": [[0.865, 2.648, 0.066], [-5.313, -7.871, -3.627], [-4.454, -7.019, -4.367], [-3.633, -6.196, -3.674], [-2.757, -5.423, -4.438], [-1.883, -4.554, -3.825], [-1.857, -4.430, -2.432], [-2.735, -5.200, -1.684], [-3.623, -6.083, -2.289], [-0.926, -3.476, -1.823], [-0.188, -2.620, -2.486], [0.460, -1.867, -1.538], [0.101, -2.273, -0.284], [-0.765, -3.329, -0.474], [0.723, -1.771, 0.964], [0.439, -2.519, 2.217], [0.355, -1.889, 3.386], [0.310, -0.423, 3.439], [0.322, 0.365, 2.439], [0.598, -0.171, 1.147], [1.448, 0.345, -0.799], [1.909, 1.588, -1.290], [2.516, 1.670, -2.485], [2.645, 0.623, -3.351], [1.964, -0.575, -3.015], [1.334, -0.731, -1.822], [-5.833, -8.482, -4.358], [-6.042, -7.295, -3.053], [-4.744, -8.516, -2.954], [-2.782, -5.527, -5.515], [-1.204, -3.952, -4.414], [-2.757, -5.126, -0.603], [-4.294, -6.664, -1.675], [-1.311, -3.792, 0.231], [0.389, -3.603, 2.168], [0.233, -2.433, 4.313], [0.161, 0.030, 4.419], [2.874, 2.657, -2.758], [3.151, 0.744, -4.296], [1.875, -1.375, -3.741], [4.149, 4.957, 1.193], [4.272, 3.432, 1.100], [4.739, 3.035, -0.298], [2.695, 2.599, 1.583], [2.499, 3.111, 3.353], [3.382, 2.398, 4.371], [1.041, 3.152, 3.814], [3.019, 0.813, 1.395], [4.020, 0.230, 2.068], [4.158, -1.222, 2.280], [5.274, -1.677, 3.173], [3.264, -2.047, 1.735], [2.279, -1.568, 0.727], [2.041, -0.058, 0.661], [0.060, 0.624, -0.003], [-1.222, 0.337, -0.643], [-2.229, -0.393, 0.018], [-2.239, -0.728, 1.490], [-3.323, -0.857, -0.704], [-3.493, -0.611, -2.057], [-4.652, -1.185, -2.823], [-2.575, 0.240, -2.642], [-1.466, 0.753, -1.969], [-0.686, 1.782, -2.748], [5.029, 5.417, 0.741], [4.085, 5.326, 2.216], [3.273, 5.316, 0.645], [5.016, 3.088, 1.827], [4.098, 3.488, -1.055], [4.739, 1.958, -0.457], [5.752, 3.409, -0.456], [2.832, 4.150, 3.291], [3.118, 1.342, 4.448], [3.235, 2.850, 5.355], [4.445, 2.473, 4.135], [0.685, 2.165, 4.096], [0.382, 3.534, 3.029], [0.954, 3.807, 4.683], [4.742, 0.849, 2.590], [5.277, -1.122, 4.114], [6.243, -1.509, 2.697], [5.189, -2.739, 3.401], [3.313, -3.112, 1.940], [2.578, -1.974, -0.244], [-1.888, 0.088, 2.113], [-1.638, -1.608, 1.730], [-3.261, -0.954, 1.793], [-4.067, -1.446, -0.176], [-4.860, -2.207, -2.505], [-4.445, -1.199, -3.892], [-5.560, -0.598, -2.665], [-2.713, 0.533, -3.678], [-1.347, 2.215, -3.501], [0.174, 1.366, -3.270], [-0.329, 2.604, -2.131], [-2.280, 3.211, 1.987], [-2.186, 4.324, 0.430], [-2.988, 6.005, 0.879], [-3.278, 3.525, -0.925], [-0.172, 4.712, -0.169], [-3.308, 2.876, 2.125], [-1.953, 3.786, 2.851], [-1.623, 2.354, 1.853], [-4.044, 5.855, 1.099], [-2.876, 6.682, 0.035], [-2.478, 6.418, 1.746], [-4.324, 3.677, -0.661], [-3.059, 2.461, -0.981], [-3.056, 4.000, -1.878]]}